[1]
This record from OMol25 describes one molecule with the formula C10H17N3O2S in a non-equilibrium geometry. The level of theory is the ωB97M-V functional and the def2-TZVPD basis.

```
! wB97M-V def2-TZVPD RIJCOSX def2/J DEFGRID3
* xyz 0 1
C -2.7444 -2.0830 -0.7781
C -3.7945 -0.9861 -0.9118
C -4.2370 -0.4096 0.4330
C -3.1443 0.4202 1.1226
C -2.8881 1.6715 0.3351
O -3.7168 2.5206 0.1155
N -1.6143 1.8758 -0.1908
C -0.4741 1.1408 -0.1319
N -0.2935 0.0061 0.4524
N 0.9386 -0.4703 0.3352
C 1.7438 0.2638 -0.3346
C 3.1706 -0.0392 -0.5678
C 4.0667 0.8912 0.2785
O 5.4336 0.7459 0.0102
C 6.0146 -0.4304 0.5205
S 0.9880 1.7440 -0.9304
H -3.1184 -2.8881 -0.1495
H -2.5069 -2.4963 -1.7559
H -1.8272 -1.7014 -0.3384
H -3.4089 -0.1812 -1.5422
H -4.6736 -1.3991 -1.4123
H -4.5277 -1.2260 1.0961
H -5.1072 0.2319 0.2792
H -3.5153 0.7315 2.1019
H -2.2338 -0.1576 1.2494
H -1.5436 2.7449 -0.7100
H 3.4229 0.1045 -1.6205
H 3.3417 -1.0806 -0.2929
H 3.8351 1.9329 0.0365
H 3.8585 0.7175 1.3451
H 7.0881 -0.3254 0.3765
H 5.7993 -0.5452 1.5893
H 5.6682 -1.3236 -0.0101
*
```

Computed properties:
Lowest unoccupied orbital energy: 0.44 eV
SMILES string: CCCCC(=O)Nc1nnc(CCOC)s1
E_tot: -1104.1625 Ha
Gap between HOMO and LUMO: 9.67 eV

[2]
This record from OMol25 describes one molecule with the formula C10H17N3O5S in a non-equilibrium geometry. The level of theory is the ωB97M-V functional and the def2-TZVPD basis.

```
! wB97M-V def2-TZVPD RIJCOSX def2/J DEFGRID3
* xyz 0 1
C 0.8640 -3.6641 -1.6026
N 0.3260 -2.6635 -0.7743
C 1.0490 -1.9132 0.0102
O 2.1789 -1.6601 -0.3351
C 0.3122 -1.2233 1.2192
C 1.2698 -0.7066 2.3490
C 1.1474 -1.6758 3.5636
O 0.2821 -2.5746 3.6295
O 2.1106 -1.4840 4.5633
N -0.5195 -0.0196 0.7570
C -1.5298 0.0027 -0.0943
O -2.2372 -1.0162 -0.3206
C -1.7125 1.3121 -0.8966
C -1.9799 0.8751 -2.3023
S -2.6931 2.1265 -3.4382
N -0.6465 2.2731 -0.9612
C 0.0239 2.9990 -0.1629
C 1.0992 4.0249 -0.6133
O -0.3152 2.9089 1.0309
H 0.2401 -4.4657 -1.3792
H 0.8429 -3.2845 -2.5872
H 1.8980 -3.8584 -1.3699
H -0.6860 -2.7034 -0.7135
H -0.4143 -1.8928 1.6885
H 2.3449 -0.8348 2.0908
H 1.1270 0.3539 2.5246
H 1.9972 -2.3043 5.0813
H -0.1220 0.8963 1.0724
H -2.5967 1.9056 -0.5281
H -1.0501 0.5180 -2.6943
H -2.6996 0.1007 -2.3387
H -3.5428 2.4414 -2.3905
H -0.2789 2.4273 -1.8950
H 0.9557 4.2825 -1.5686
H 0.8946 4.8958 -0.0495
H 2.0607 3.6014 -0.5643
*
```

Computed properties:
Lowest unoccupied orbital energy: 0.46 eV
SMILES string: CNC(=O)[C@@H](CC(=O)O)NC(=O)[C@H](CS)NC(C)=O
E_tot: -1329.9035 Ha
Gap between HOMO and LUMO: 10.04 eV

[3]
This record from OMol25 describes one molecule with the formula C10H17N3O6 in a non-equilibrium geometry. The level of theory is the ωB97M-V functional and the def2-TZVPD basis.

```
! wB97M-V def2-TZVPD RIJCOSX def2/J DEFGRID3
* xyz 0 1
N -3.2106 1.3575 -1.6888
C -4.1955 0.8243 -0.8954
O -5.3374 1.2753 -0.7859
C -3.7695 -0.4853 -0.1046
C -2.7844 -0.2313 1.0083
C -1.5218 -1.1313 1.0272
N -0.8251 -1.3337 2.2983
C -0.3976 -0.6214 0.0513
O -0.6993 0.1387 -0.8500
N 0.7997 -1.1750 0.2615
C 1.8760 -0.9645 -0.6235
C 2.8248 0.1492 -0.2000
C 2.1488 1.4342 0.3705
C 3.0892 2.6069 0.3686
O 3.6420 3.1092 1.3195
O 3.2021 3.1179 -0.8774
C 2.5826 -2.3316 -0.8145
O 2.3856 -3.2700 -0.1142
O 3.4719 -2.4068 -1.8800
H -2.2333 1.0337 -1.6113
H -3.3751 2.3228 -2.1151
H -4.6276 -0.9926 0.3691
H -3.3444 -1.1929 -0.8710
H -3.2883 -0.3447 1.9704
H -2.4563 0.8179 0.9531
H -1.8483 -2.1244 0.6921
H -1.3293 -1.9481 2.8900
H -0.7773 -0.4445 2.7552
H 0.9949 -1.5646 1.2007
H 1.4568 -0.7525 -1.5809
H 3.4631 -0.2668 0.5810
H 3.5494 0.3490 -1.0078
H 1.8831 1.2904 1.4186
H 1.2882 1.7874 -0.1960
H 4.0008 3.5763 -0.8541
H 3.3618 -1.6087 -2.4647
*
```

Computed properties:
Lowest unoccupied orbital energy: 0.18 eV
SMILES string: NC(=O)CC[C@H](N)C(=O)N[C@@H](CCC(=O)O)C(=O)O
E_tot: -1007.0285 Ha
Gap between HOMO and LUMO: 9.56 eV